{
  "formula": "C12H8ClCuNO2S5",
  "method": "the ωB97M-V functional and the def2-TZVPD basis",
  "elements": ["Cu", "Cl", "C", "C", "C", "C", "O", "C", "C", "O", "C", "H", "H", "H", "H", "C", "S", "C", "C", "S", "S", "C", "S", "S", "H", "H", "H", "N", "C", "H"],
  "coordinates": [[-2.03107, -0.00054, 0.04686], [0.76831, 0.02359, 6.68271], [0.02318, 0.37476, 5.12493], [-0.76386, 1.53658, 4.97385], [-1.34745, 1.82923, 3.77250], [-1.20628, 0.97436, 2.62075], [-1.77663, 1.28719, 1.52499], [-0.39164, -0.18949, 2.81283], [-0.06354, -1.12813, 1.76653], [-0.46422, -1.13741, 0.60934], [0.20259, -0.45582, 4.06505], [-0.90095, 2.19176, 5.82858], [-1.96670, 2.71302, 3.64673], [0.65636, -1.90705, 2.05543], [0.80512, -1.35626, 4.17564], [-3.21936, -4.16661, 3.94872], [-2.07585, -4.29534, 2.55097], [-3.15130, -4.11676, 1.18196], [-3.83853, -2.98802, 0.84437], [-3.86417, -1.42426, 1.56682], [-4.90432, -3.27058, -0.53222], [-4.56597, -4.91629, -0.88540], [-5.21367, -5.75073, -2.16827], [-3.42869, -5.55007, 0.21743], [-4.12246, -4.73187, 3.72540], [-3.46888, -3.12050, 4.12638], [-2.72300, -4.59894, 4.82085], [-3.94183, -0.19758, -2.19311], [-3.08297, -0.03170, -1.42920], [-4.73430, -0.56530, -2.67435]],
  "forces_ev_per_angstrom": [[-0.4, 0.0, 0.2], [-0.1, 0.1, -0.2], [-0.1, 0.2, 0.2], [0.0, 0.0, 0.0], [0.0, -0.1, -0.1], [0.0, 0.1, 0.0], [0.2, 0.1, 0.4], [0.2, -0.2, 0.0], [-0.1, 0.3, 0.4], [0.1, -0.2, -0.3], [0.1, -0.3, -0.1], [0.0, 0.0, -0.1], [0.1, -0.1, 0.0], [0.1, -0.1, 0.1], [-0.1, 0.1, 0.0], [-0.1, 0.1, 0.0], [0.2, 0.0, 0.0], [-0.1, 0.2, 0.1], [0.0, -0.1, 0.0], [0.1, -0.2, -0.2], [-0.2, 0.4, -0.1], [0.2, 0.0, -0.1], [0.0, 0.0, 0.1], [0.1, -0.2, 0.1], [0.0, 0.0, 0.1], [0.0, -0.1, 0.0], [0.0, 0.1, -0.1], [-0.3, -0.1, -0.3], [0.0, 0.0, 0.0], [0.0, 0.0, 0.0]],
  "mulliken_charge": [0.064, -0.277, 0.094, -0.449, -0.742, 0.645, -0.868, 1.077, -0.097, -0.585, -0.759, 0.372, 0.372, 0.310, 0.311, -0.786, -0.086, -0.116, 0.043, -0.342, -0.107, 0.100, -0.331, -0.120, 0.294, 0.235, 0.328, -0.228, 0.332, 0.316],
  "orbital_gap_ev": 6.89,
  "largest_force_ev_per_a": 0.485,
  "e_lumo_ev": 2.69,
  "multiplicity": 1,
  "total_charge": -1
}